10
Properties=species:S:1:pos:R:3:forces:R:3 method="wB97M-V/def2-TZVPD" e_tot_ev=-19752.1394 homo_lumo_gap_ev=10.82 multiplicity=1
O -2.23117 1.65284 0.59257 0.14 0.45 1.30
C -2.32209 1.37931 -0.53146 0.09 -0.21 -0.51
F -3.35167 0.81037 -1.08439 -0.45 -0.25 -0.44
F -1.41527 1.59542 -1.44483 0.17 0.11 -0.37
C -0.36843 -1.00280 0.81928 1.42 -1.55 3.88
O -0.96786 -0.92283 -0.17229 -0.98 0.80 -3.64
H -0.94639 -1.38178 1.69505 0.51 0.36 0.38
H 0.75276 -0.88816 0.99357 -0.88 0.29 -0.58
I 4.73645 -0.80358 -0.73907 -1.14 -0.30 -0.51
H 6.11367 -0.43881 -0.12843 1.12 0.30 0.51